(1)
Density functional theory data (the ωB97M-V functional and the def2-TZVPD basis) for 2 unconnected molecules or ions with the total composition C33H40N3O2.

Output
E_HOMO: -10.0 eV
Energy above the lowest of the compared OMol25 structures with the same formula, charge and spin: 198.5 kJ/mol
Frontier orbital gap: 5.718 eV
LUMO energy: -4.28 eV
Charge: +1

Each line ends with the Mulliken charge.
Atoms and positions in Å:
C  4.230  -0.319  1.190  -0.52
O  3.592  -1.427  1.860  -0.37
C  2.803  -2.138  1.050  -0.28
O  2.694  -1.908  -0.145  -0.56
C  2.100  -3.274  1.732  0.73
C  2.959  -4.554  1.692  -0.51
C  2.034  -5.677  1.244  -0.68
C  0.650  -5.048  1.066  -0.67
N  0.871  -3.599  1.035  0.27
C  -0.238  -2.758  1.123  -0.30
C  -0.496  -1.616  0.341  -0.43
C  -1.909  -1.217  0.257  0.73
C  -3.010  -1.917  1.058  -1.35
C  -2.444  -2.371  2.392  -0.97
C  -1.289  -3.314  2.072  -0.78
H  4.944  0.069  1.916  0.33
H  4.727  -0.660  0.274  0.23
H  3.473  0.435  0.945  0.15
H  1.911  -2.962  2.775  0.25
H  3.796  -4.430  0.995  0.31
H  3.369  -4.711  2.692  0.38
H  2.363  -6.108  0.297  0.29
H  1.988  -6.477  1.986  0.28
H  0.126  -5.394  0.163  0.35
H  0.031  -5.347  1.929  0.38
H  0.373  -1.106  -0.094  0.26
H  -1.895  -0.249  0.750  -0.69
H  -2.263  -1.134  -0.780  0.47
H  -3.844  -1.221  1.205  0.39
H  -3.401  -2.769  0.487  0.40
H  -2.080  -1.513  2.974  0.35
H  -3.194  -2.895  2.994  0.41
H  -1.738  -4.201  1.587  0.38
H  -0.819  -3.674  3.005  0.50
C  2.411  -0.296  -2.560  -1.89
C  2.027  0.856  -1.737  0.02
N  2.909  1.869  -1.513  0.40
C  4.278  1.881  -1.974  -0.88
C  2.283  2.939  -0.880  0.12
C  0.904  2.617  -0.775  1.29
C  0.041  3.700  -0.654  -0.01
C  0.532  4.985  -0.389  -1.04
C  1.912  5.247  -0.411  -0.84
C  2.808  4.213  -0.715  -1.36
C  0.785  1.197  -1.164  1.34
C  -0.361  0.334  -1.082  -0.64
C  -1.573  1.127  -0.996  -0.29
C  -2.587  1.279  -1.953  0.96
C  -2.620  0.855  -3.369  -1.94
N  -3.640  1.928  -1.375  0.08
C  -4.883  2.238  -2.051  -0.97
C  -3.336  2.270  -0.054  0.06
C  -2.018  1.813  0.209  0.35
C  -1.464  1.988  1.479  0.99
C  -2.235  2.640  2.450  -1.24
C  -3.541  3.088  2.172  -0.89
C  -4.113  2.899  0.903  -0.90
H  1.508  -0.781  -2.943  0.38
H  3.039  0.017  -3.408  0.56
H  2.960  -1.045  -1.974  0.26
H  4.713  2.850  -1.726  0.33
H  4.853  1.088  -1.480  0.25
H  4.333  1.738  -3.061  0.35
H  -1.026  3.582  -0.822  0.27
H  -0.179  5.788  -0.195  0.46
H  2.277  6.253  -0.216  0.40
H  3.877  4.382  -0.831  0.31
H  -0.367  -0.490  -1.813  1.01
H  -1.646  0.429  -3.632  0.41
H  -3.390  0.093  -3.569  0.38
H  -2.798  1.723  -4.024  0.46
H  -5.572  2.664  -1.322  0.41
H  -4.713  2.957  -2.864  0.30
H  -5.315  1.326  -2.483  0.31
H  -0.448  1.635  1.682  0.47
H  -1.809  2.807  3.441  0.46
H  -4.111  3.580  2.957  0.43
H  -5.123  3.217  0.653  0.33

=====

(2)
Density functional theory data (the ωB97M-V functional and the def2-TZVPD basis) for a single C33H40O15 molecule.

Output
E_HOMO: -8.1 eV
Energy above the lowest of the compared OMol25 structures with the same formula, charge and spin: 35.0 kJ/mol
Frontier orbital gap: 8.006 eV
LUMO energy: -0.13 eV
SMILES: COc1ccc(-c2oc3c(CC=C(C)C)c(O[C@@H]4O[C@H](CO)[C@@H](O)[C@H](O)[C@H]4O)cc(O)c3c(=O)c2O[C@@H]2O[C@@H](C)[C@H](O)[C@@H](O)[C@H]2O)cc1

Each line ends with the natural charge from an NBO analysis.
Atoms and positions in Å:
C  -5.701  -5.300  -0.253  -0.25
O  -5.800  -4.212  0.636  -0.48
C  -4.784  -3.319  0.693  0.33
C  -4.957  -2.254  1.582  -0.25
C  -3.991  -1.283  1.714  -0.17
C  -2.818  -1.349  0.960  -0.09
C  -1.787  -0.311  1.028  0.34
O  -0.535  -0.792  0.958  -0.43
C  0.524  0.048  0.947  0.36
C  1.792  -0.531  0.891  -0.08
C  1.940  -2.031  0.883  -0.47
C  1.129  -2.713  -0.185  -0.20
C  1.221  -2.474  -1.488  0.02
C  0.364  -3.189  -2.489  -0.63
C  2.168  -1.463  -2.063  -0.65
C  2.897  0.326  0.889  0.35
O  4.127  -0.275  0.805  -0.53
C  5.270  0.427  1.235  0.36
O  5.658  1.443  0.361  -0.52
C  6.081  1.053  -0.937  0.05
C  4.976  1.294  -1.982  -0.08
O  5.466  1.092  -3.290  -0.73
C  6.570  -0.400  -0.983  0.04
O  7.415  -0.625  -2.085  -0.74
C  7.353  -0.672  0.305  0.06
O  7.980  -1.927  0.286  -0.72
C  6.367  -0.631  1.480  0.06
O  7.000  -0.327  2.692  -0.71
C  2.744  1.706  0.947  -0.41
C  1.481  2.277  1.002  0.47
O  1.366  3.603  1.047  -0.67
C  0.340  1.438  1.001  -0.34
C  -0.993  2.007  1.074  0.55
O  -1.190  3.235  1.091  -0.68
C  -2.065  1.029  1.101  0.10
O  -3.381  1.399  1.220  -0.53
C  -3.863  2.512  0.478  0.36
O  -5.225  2.599  0.681  -0.51
C  -5.989  1.497  0.191  0.09
C  -7.450  1.783  0.498  -0.62
C  -5.757  1.320  -1.315  0.06
O  -6.455  0.184  -1.763  -0.72
C  -4.253  1.158  -1.591  0.05
O  -4.014  1.006  -2.968  -0.72
C  -3.506  2.366  -1.016  0.03
O  -3.902  3.496  -1.756  -0.73
C  -2.637  -2.424  0.092  -0.17
C  -3.606  -3.397  -0.049  -0.31
H  -6.626  -5.860  -0.136  0.20
H  -4.853  -5.946  -0.004  0.18
H  -5.611  -4.962  -1.291  0.18
H  -5.867  -2.215  2.158  0.23
H  -4.129  -0.475  2.414  0.24
H  1.621  -2.411  1.857  0.23
H  2.999  -2.266  0.761  0.24
H  0.430  -3.458  0.168  0.20
H  -0.284  -3.918  -2.009  0.21
H  0.987  -3.707  -3.218  0.21
H  -0.254  -2.473  -3.033  0.21
H  2.479  -1.755  -3.064  0.22
H  1.685  -0.487  -2.131  0.22
H  3.048  -1.362  -1.433  0.21
H  5.074  0.944  2.184  0.20
H  6.937  1.704  -1.173  0.19
H  4.571  2.304  -1.853  0.18
H  4.166  0.576  -1.846  0.19
H  6.046  1.826  -3.524  0.47
H  5.709  -1.086  -1.020  0.18
H  6.917  -0.386  -2.880  0.50
H  8.104  0.125  0.436  0.17
H  8.353  -2.042  -0.598  0.49
H  5.876  -1.615  1.535  0.19
H  7.731  -0.947  2.804  0.48
H  3.600  2.359  0.936  0.25
H  0.394  3.812  1.090  0.51
H  -3.446  3.449  0.875  0.20
H  -5.671  0.573  0.692  0.18
H  -8.057  0.983  0.087  0.23
H  -7.596  1.845  1.572  0.22
H  -7.739  2.729  0.049  0.21
H  -6.112  2.220  -1.844  0.17
H  -6.039  -0.091  -2.591  0.48
H  -3.900  0.237  -1.113  0.20
H  -4.109  1.882  -3.367  0.48
H  -2.420  2.211  -1.120  0.18
H  -3.591  4.289  -1.306  0.48
H  -1.732  -2.479  -0.492  0.23
H  -3.439  -4.206  -0.742  0.22